No. 1
Computed, not measured: C6H17AgBrNO3 as an isolated structure in a non-equilibrium geometry, with ωB97M-V/def2-TZVPD.

Positions of all 29 atoms, in Å:
Ag -6.219 -3.366 6.232
Br -8.651 -4.600 7.331
O -4.968 -2.562 4.241
O -7.312 -1.084 6.399
O -4.681 -4.213 11.516
N -4.516 -4.772 7.824
C -7.308 -0.104 7.353
C -5.530 -4.479 12.590
C -5.141 -4.783 10.242
C -3.697 -2.167 4.717
C -4.259 -2.662 9.071
C -4.217 -4.143 9.131
H -6.827 -0.417 8.280
H -3.628 -1.081 4.662
H -4.189 -2.092 9.997
H -5.067 -5.869 10.307
H -3.480 -2.310 5.776
H -5.210 -2.385 8.618
H -3.262 -4.505 9.512
H -8.328 0.095 7.682
H -4.869 -5.710 7.944
H -5.414 -5.556 12.715
H -6.175 -4.595 9.954
H -3.431 -2.496 8.381
H -3.642 -4.991 7.368
H -2.910 -2.629 4.121
H -5.169 -3.966 13.481
H -6.866 0.839 7.033
H -6.578 -4.182 12.553

Its spin multiplicity is 1. Its frontier orbital gap is 4.3 eV. The net charge is -2. Its calculated total energy is -88168.60507 eV.

Atom charges from the natural (NBO) analysis, given in e for atoms 1 to 2:
1. Ag 0.83
2. Br -0.94

***

No. 2
Computed, not measured: C6H17AgNO5P2 as an isolated structure in a non-equilibrium geometry, with ωB97M-V/def2-TZVPD.

Positions of all 32 atoms, in Å:
Ag -0.976 -0.134 2.428
P 1.499 2.269 0.110
P 1.012 1.293 -1.776
O 0.352 2.350 1.030
O -0.325 -1.001 -1.700
O 2.189 3.643 -0.243
O -3.225 -0.079 -0.656
O 2.694 1.435 0.728
N 1.912 -2.242 0.128
C 0.720 -0.360 -0.982
C -1.988 -0.301 -0.112
C -1.261 -1.476 -0.753
C 1.810 -1.862 1.505
C 1.994 -1.178 -0.859
C -3.915 1.075 -0.182
H 2.534 1.328 1.674
H 0.999 -1.100 1.725
H -4.101 1.747 -1.013
H -2.123 -0.569 1.006
H 1.823 4.027 -1.048
H -0.742 -2.063 0.009
H 2.207 -1.628 -1.828
H 2.822 -0.509 -0.641
H 0.379 -0.135 0.032
H 1.587 -2.741 2.104
H -0.309 1.762 -1.858
H 2.744 -1.446 1.873
H -1.374 0.601 -0.187
H -4.852 0.756 0.267
H -3.333 1.611 0.569
H -1.974 -2.140 -1.236
H 1.220 -2.934 -0.113

Its spin multiplicity is 1. Its frontier orbital gap is 6.8 eV. The net charge is +1. Its calculated total energy is -40794.78377 eV.

Atom charges from the natural (NBO) analysis, given in e for atoms 1 to 2:
1. Ag 0.93
2. P 2.09

***

No. 3
Computed, not measured: C6H17BInO4 as an isolated structure, with ωB97M-V/def2-TZVPD.

Positions of all 29 atoms, in Å:
In -0.038 -1.753 2.547
O -2.539 -3.640 1.465
O 0.220 1.913 -1.483
O 1.346 -0.707 1.312
O -1.348 1.430 -0.024
C -1.418 -2.456 -0.470
C 1.440 2.565 -1.816
C -0.286 1.947 -0.216
C 0.552 2.506 0.905
C -2.416 -1.334 -0.835
C 2.642 1.682 -1.547
B -1.537 -2.750 1.079
H -1.567 -3.348 -1.090
H 1.688 -1.374 0.709
H -0.125 2.829 1.692
H -2.523 -4.432 0.913
H 2.538 0.741 -2.087
H 2.735 1.444 -0.488
H 0.955 -2.991 3.374
H 1.354 2.780 -2.882
H 1.200 3.336 0.626
H -0.728 -0.583 3.683
H -2.672 -0.725 0.030
H -0.410 -2.082 -0.654
H -3.333 -1.711 -1.286
H 1.520 3.524 -1.301
H 3.558 2.179 -1.877
H -1.963 -0.665 -1.562
H 1.153 1.676 1.285

Its spin multiplicity is 1. Its frontier orbital gap is 6.6 eV. The net charge is -1. Its calculated total energy is -20538.39436 eV.

Atom charges from the Löwdin analysis, given in e for atoms 1 to 2:
1. In 0.43
2. O 0.01